# 1
# C2H9NO4

A cluster of 3 separate species, C2H9NO4 in total in a non-equilibrium geometry (ωB97M-V with the def2-TZVPD basis set, the Open Molecules 2025 dataset).

Cartesian coordinates (Å):
C1 0.379 0.391 -2.153
N1 -0.230 -0.326 -0.975
C2 -0.890 0.203 0.093
O1 -1.400 1.423 -0.280
O2 -1.196 -0.417 1.099
H1 -0.359 0.477 -3.010
H2 1.324 -0.291 -2.515
H3 0.827 1.441 -1.892
H4 0.215 -1.235 -0.829
H5 -1.893 1.402 -1.101
H6 -0.072 -3.428 2.012
H7 -0.383 -1.991 1.583
O3 0.223 -2.762 1.448
H8 0.423 1.958 2.106
H9 1.732 1.190 1.990
O4 1.299 1.965 2.426

Summary:
E_tot in eV: -11899.8428
Lowest unoccupied orbital energy in eV: 0.26
Molecular weight in g mol⁻¹: 111.097
HOMO-LUMO gap in eV: 10.8746
SMILES: CNC(=O)O.O.O
HOMO energy in eV: -10.6
Net charge: 0

=====

# 2
# C3H3N3

An isolated molecule of C3H3N3 in a non-equilibrium geometry (ωB97M-V with the def2-TZVPD basis set, the Open Molecules 2025 dataset).

Cartesian coordinates (Å):
C1 -1.108 -1.039 1.485
C2 0.290 -0.096 -1.241
C3 0.648 1.006 -0.545
H1 -1.043 -1.010 2.543
H2 -1.516 -2.071 1.277
H3 0.587 -0.574 -2.270
N1 -0.498 -0.371 0.679
N2 -0.367 -0.936 -0.466
N3 1.292 1.940 -0.177

Summary:
E_tot in eV: -7625.5466
Lowest unoccupied orbital energy in eV: -0.88
Molecular weight in g mol⁻¹: 81.078
HOMO-LUMO gap in eV: 9.1374
SMILES: C=N/N=C\C#N
HOMO energy in eV: -10.0
Net charge: 0

=====

# 3
# C16H24N4O8P2Re

A structure of composition C16H24N4O8P2Re (ωB97M-V with the def2-TZVPD basis set, the Open Molecules 2025 dataset).

Cartesian coordinates (Å):
Re1 0.440 0.348 0.310
N1 0.019 4.902 0.074
C1 0.816 3.799 -0.608
C2 1.870 4.372 -1.542
P1 1.500 2.741 0.726
O1 2.324 3.765 1.568
O2 0.277 2.142 1.433
O3 2.249 1.535 0.178
P2 -0.532 2.743 -1.383
O4 -0.569 3.263 -2.865
O5 -1.740 2.969 -0.575
O6 0.059 1.297 -1.415
H1 0.529 5.343 0.846
H2 -0.874 4.481 0.400
H3 -0.219 5.633 -0.602
H4 2.557 5.030 -1.007
H5 1.403 4.919 -2.361
H6 2.453 3.560 -1.976
H7 2.896 3.438 2.281
H8 -1.435 3.204 -3.300
C3 1.227 -2.517 -0.016
C4 1.679 -3.720 -0.891
N2 1.814 -3.314 -2.278
C5 2.783 -2.237 -2.376
C6 2.293 -0.988 -1.593
N3 0.997 -1.321 -0.902
C7 -0.020 -1.680 -1.951
C8 0.524 -2.872 -2.784
H9 1.984 -2.239 0.718
H10 0.294 -2.727 0.504
H11 0.945 -4.522 -0.829
H12 2.631 -4.107 -0.533
H13 2.937 -1.983 -3.424
H14 3.733 -2.585 -1.973
H15 2.091 -0.143 -2.249
H16 3.010 -0.675 -0.835
H17 -0.180 -0.796 -2.561
H18 -0.953 -1.916 -1.442
H19 0.635 -2.583 -3.828
H20 -0.173 -3.708 -2.743
O7 0.339 -0.537 2.312
C9 -0.883 -0.814 2.106
N4 -1.263 -0.559 0.834
C10 -2.651 -0.879 0.655
O8 -3.250 -0.765 -0.365
C11 -3.082 -1.368 2.008
C12 -4.315 -1.811 2.419
C13 -4.434 -2.223 3.750
C14 -3.351 -2.188 4.623
C15 -2.102 -1.738 4.205
C16 -1.993 -1.331 2.889
H21 -5.155 -1.838 1.738
H22 -5.390 -2.578 4.110
H23 -3.482 -2.514 5.645
H24 -1.260 -1.708 4.883

Summary:
E_tot in eV: -60021.7237
Multiplicity: 4
Lowest unoccupied orbital energy (alpha / beta) in eV: -6.24 / -7.46
Expectation value of S²: 3.766
Molecular weight in g mol⁻¹: 648.543
HOMO-LUMO gap (alpha / beta) in eV: 7.8158 / 6.5770
HOMO energy (alpha / beta) in eV: -14.1 / -14.0
Net charge: +2

=====

# 4
# C22H31F4LuN4O3

A structure of composition C22H31F4LuN4O3 in a non-equilibrium geometry (ωB97M-V with the def2-TZVPD basis set, the Open Molecules 2025 dataset).

Cartesian coordinates (Å):
Lu1 0.649 -0.755 -0.066
C1 1.591 2.700 -0.479
N1 1.918 1.564 0.393
C2 1.578 1.903 1.779
C3 3.352 1.282 0.270
C4 3.777 0.095 1.085
N2 2.917 -1.037 0.788
C5 3.402 -2.265 1.157
C6 2.767 -3.393 0.643
F1 1.703 -3.142 -0.159
C7 3.131 -4.691 0.876
F2 2.427 -5.673 0.294
C8 4.208 -4.981 1.688
C9 4.862 -3.895 2.231
F3 5.908 -4.099 3.044
C10 4.483 -2.586 1.993
F4 5.179 -1.622 2.632
H1 2.128 3.602 -0.156
H2 0.524 2.897 -0.470
H3 1.880 2.475 -1.507
H4 2.193 2.740 2.133
H5 1.730 1.049 2.434
H6 0.532 2.194 1.834
H7 3.932 2.163 0.575
H8 3.560 1.095 -0.786
H9 3.788 0.354 2.147
H10 4.814 -0.118 0.813
H11 4.520 -5.997 1.891
C11 -4.514 0.776 -1.594
C12 -4.244 2.215 -1.164
C13 -3.094 2.355 -0.157
C14 -2.868 3.860 0.133
C15 -1.889 4.180 1.259
C16 -3.520 1.700 1.147
O1 -4.575 1.930 1.685
N3 -2.612 0.831 1.737
C17 -1.430 0.463 1.168
O2 -0.677 -0.346 1.783
N4 -1.037 0.908 -0.031
C18 -1.807 1.787 -0.767
O3 -1.468 2.137 -1.875
H12 -5.369 0.732 -2.270
H13 -4.744 0.135 -0.736
H14 -3.654 0.356 -2.120
H15 -5.128 2.645 -0.694
H16 -3.986 2.826 -2.029
H17 -3.846 4.283 0.362
H18 -2.526 4.300 -0.805
H19 -2.230 3.785 2.220
H20 -1.782 5.259 1.371
H21 -0.893 3.776 1.057
H22 -2.865 0.405 2.617
C19 0.156 -3.248 -2.741
C20 -1.172 -2.796 -2.138
C21 -1.768 -1.671 -2.980
C22 -1.015 -2.368 -0.671
H23 0.044 -3.562 -3.783
H24 0.597 -4.072 -2.178
H25 0.882 -2.421 -2.735
H26 -1.862 -3.646 -2.203
H27 -1.169 -0.757 -2.892
H28 -2.779 -1.431 -2.646
H29 -1.815 -1.934 -4.042
H30 -0.807 -3.255 -0.061
H31 -1.985 -1.999 -0.309

Summary:
E_tot in eV: -79913.2707
Lowest unoccupied orbital energy in eV: -0.16
Molecular weight in g mol⁻¹: 650.474
HOMO-LUMO gap in eV: 7.6483
HOMO energy in eV: -7.8
Net charge: 0

=====

# 5
# C5H10O

An isolated molecule of C5H10O (ωB97M-V with the def2-TZVPD basis set, the Open Molecules 2025 dataset).

Cartesian coordinates (Å):
C1 0.752 -1.304 -0.152
C2 -0.917 0.357 -1.080
C3 -0.019 1.527 -1.343
C4 -1.245 0.259 0.365
C5 0.098 -0.332 0.860
O1 -0.132 -1.040 2.056
H1 1.706 -1.616 0.282
H2 0.100 -2.172 -0.274
H3 0.969 -0.937 -1.162
H4 -0.351 2.434 -0.818
H5 0.080 1.714 -2.414
H6 1.001 1.337 -0.967
H7 -1.457 1.218 0.867
H8 -2.051 -0.449 0.591
H9 0.767 0.522 1.055
H10 0.694 -1.504 2.251

Summary:
E_tot in eV: -7390.5811
Lowest unoccupied orbital energy in eV: 0.23
Molecular weight in g mol⁻¹: 86.134
HOMO-LUMO gap in eV: 8.3193
HOMO energy in eV: -8.1
Net charge: 0

=====

# 6
# C6H8N

The ion C6H8N with charge +1 in a non-equilibrium geometry (ωB97M-V with the def2-TZVPD basis set, the Open Molecules 2025 dataset).

Cartesian coordinates (Å):
C1 0.809 -1.409 -0.308
C2 -0.409 -1.250 -0.768
C3 -1.171 1.194 -0.940
C4 -0.348 1.694 -0.005
C5 1.150 -0.249 0.620
C6 -1.154 -0.186 -0.220
N1 -0.144 0.511 0.767
H1 1.499 -2.237 -0.695
H2 -0.905 -1.914 -1.590
H3 -1.622 1.697 -1.814
H4 0.139 2.556 0.385
H5 1.690 -0.574 1.549
H6 2.049 0.327 0.205
H7 -2.065 -0.697 0.163
H8 -0.539 0.539 1.679

Summary:
E_tot in eV: -7831.8847
Lowest unoccupied orbital energy in eV: -3.29
Molecular weight in g mol⁻¹: 94.137
HOMO-LUMO gap in eV: 11.0019
SMILES: C1=C[C@@H]2C=C[N@@H+]2C1
HOMO energy in eV: -14.3
Net charge: +1

=====

# 7
# C4H8CsO2S

A structure of composition C4H8CsO2S in a non-equilibrium geometry (ωB97M-V with the def2-TZVPD basis set, the Open Molecules 2025 dataset).

Cartesian coordinates (Å):
Cs1 -27.639 2.672 8.240
C1 -30.218 4.200 3.317
C2 -31.277 5.265 3.555
C3 -31.337 5.265 5.093
S1 -29.594 5.431 5.596
O1 -29.446 4.532 6.741
O2 -29.359 6.908 5.722
C4 -29.026 4.640 4.064
H1 -29.994 4.029 2.264
H2 -30.592 3.196 3.515
H3 -32.269 5.024 3.172
H4 -30.874 6.178 3.117
H5 -31.693 4.327 5.519
H6 -31.764 6.186 5.489
H7 -28.196 3.955 4.236
H8 -28.422 5.286 3.427

Summary:
E_tot in eV: -19736.5057
Multiplicity: 2
Lowest unoccupied orbital energy (alpha / beta) in eV: -7.02 / -13.18
Expectation value of S²: 0.761
Molecular weight in g mol⁻¹: 253.078
HOMO-LUMO gap (alpha / beta) in eV: 12.6817 / 6.5189
HOMO energy (alpha / beta) in eV: -19.7 / -19.7
Net charge: +2

=====

# 8
# C4H6N2OS

A structure of composition C4H6N2OS in a non-equilibrium geometry (ωB97M-V with the def2-TZVPD basis set, the Open Molecules 2025 dataset).

Cartesian coordinates (Å):
C1 0.402 0.253 -0.745
C2 0.378 1.653 1.018
C3 0.088 -0.969 -1.498
C4 -0.855 -0.556 1.165
N1 1.358 1.084 -1.201
N2 -0.092 0.493 0.494
O1 0.053 2.244 2.029
S1 1.545 2.302 -0.114
H1 -0.942 -1.210 -1.740
H2 0.545 -1.795 -0.966
H3 0.668 -0.964 -2.391
H4 -0.862 -1.394 0.446
H5 -0.357 -0.928 2.081
H6 -1.928 -0.213 1.423

Summary:
E_tot in eV: -20108.1235
Lowest unoccupied orbital energy in eV: 0.62
Molecular weight in g mol⁻¹: 130.172
HOMO-LUMO gap in eV: 9.2213
HOMO energy in eV: -8.6
Net charge: 0

=====

Computed energy above the lowest of the compared OMol25 structures with the same formula, charge and spin (kcal per mole) in order:
22.7 92.3 0.0 7.7 96.5 87.7 9.3 28.1